ORCA calculation (ωB97M-V/def2-TZVPD) on a molecular structure, C55H39Cl7N4O6STi.

## Properties
* charge: -1
* multiplicity: 2
* ΔE to the lowest compared entry with this formula, charge and spin: 0.0 kJ/mol
* <S²>: 0.75
* calculated total energy: -197529.9922 eV
* gap between HOMO and LUMO (spin up / spin down): 0.207 / 0.257 Ha

Element x y z (Å)
Ti  0.45  0.42  0.13
O  -1.84  0.71  -0.38
C  -2.11  1.87  -1.19
C  -0.77  2.62  -1.41
O  -0.73  3.57  -2.18
O  0.19  2.22  -0.67
C  -3.06  2.78  -0.39
C  -3.90  2.21  0.57
C  -4.80  2.99  1.27
C  -4.89  4.36  1.03
C  -4.05  4.93  0.07
C  -3.15  4.15  -0.63
C  -2.88  1.53  -2.47
C  -2.60  2.11  -3.70
C  -3.43  1.86  -4.79
C  -4.54  1.05  -4.67
C  -4.83  0.48  -3.44
C  -4.00  0.71  -2.35
H  -1.95  -0.11  -0.90
H  -3.82  1.16  0.79
H  -5.43  2.54  2.02
H  -5.59  4.97  1.57
H  -4.10  5.99  -0.13
H  -2.50  4.59  -1.38
H  -1.75  2.77  -3.79
H  -3.20  2.33  -5.74
H  -5.19  0.88  -5.52
H  -5.71  -0.14  -3.31
H  -4.25  0.27  -1.39
C  -0.43  3.66  3.08
C  0.79  3.76  3.75
C  1.78  2.85  3.47
C  1.56  1.84  2.52
C  0.35  1.70  1.83
C  -0.63  2.66  2.14
C  2.60  0.84  2.19
C  3.84  0.79  2.89
C  4.76  -0.15  2.57
C  4.47  -1.08  1.53
C  5.40  -2.08  1.16
C  5.10  -2.96  0.16
C  3.85  -2.87  -0.49
C  2.94  -1.91  -0.14
C  3.23  -0.98  0.88
N  2.31  -0.01  1.21
H  -1.22  4.37  3.28
H  0.96  4.55  4.47
H  2.73  2.94  3.98
H  -1.59  2.62  1.64
H  4.03  1.50  3.68
H  5.71  -0.21  3.08
H  6.35  -2.12  1.67
H  5.80  -3.73  -0.13
H  3.60  -3.57  -1.28
H  2.00  -1.86  -0.65
Cl  -3.75  -5.29  3.14
C  -2.65  -4.12  2.51
C  -2.79  -2.77  2.82
Cl  -4.08  -2.28  3.86
C  -1.93  -1.82  2.29
Cl  -2.09  -0.17  2.76
C  -0.90  -2.16  1.39
O  -0.15  -1.28  0.82
C  -0.74  -3.55  1.14
Cl  0.53  -4.05  0.09
C  -1.60  -4.49  1.68
Cl  -1.38  -6.17  1.30
Cl  5.75  1.44  -1.25
C  5.06  2.90  -0.59
C  5.70  3.49  0.47
C  5.18  4.65  1.03
C  3.99  5.15  0.54
C  3.33  4.53  -0.52
Cl  1.77  5.13  -0.93
C  3.87  3.41  -1.16
N  3.35  2.74  -2.24
C  2.58  3.22  -3.29
C  2.75  4.53  -3.75
C  2.07  5.01  -4.84
C  1.20  4.18  -5.54
C  1.06  2.87  -5.11
C  1.73  2.36  -4.01
C  1.58  0.87  -3.73
C  1.15  0.41  -2.35
O  1.98  0.44  -1.39
O  0.00  -0.04  -2.16
H  6.61  3.05  0.85
H  5.68  5.13  1.86
H  3.52  6.02  0.99
H  3.32  1.73  -2.11
H  3.44  5.18  -3.22
H  2.21  6.04  -5.16
H  0.66  4.53  -6.41
H  0.40  2.20  -5.66
H  2.52  0.35  -3.96
H  0.81  0.49  -4.41
C  -5.66  -4.00  -5.03
C  -4.34  -3.35  -4.73
C  -3.49  -2.85  -5.66
C  -2.27  -2.29  -5.19
N  -1.95  -2.21  -3.93
C  -2.83  -2.65  -2.98
S  -2.56  -2.55  -1.34
N  -3.98  -3.25  -3.43
C  -1.28  -1.72  -6.16
H  -5.84  -4.01  -6.10
H  -6.47  -3.46  -4.54
H  -5.66  -5.03  -4.66
H  -3.73  -2.89  -6.71
H  -4.60  -3.58  -2.69
H  -1.39  -2.15  -7.16
H  -0.27  -1.89  -5.79
H  -1.45  -0.65  -6.23